58
Properties=species:S:1:pos:R:3:forces:R:3 method="wB97M-V/def2-TZVPD" spin_multiplicity=2 total_charge=-2 e_above_lowest_kj_mol=116.16 gap_ev="4.286 / 4.328"
O 20.35951 25.07182 -23.30933 -0.54 0.43 -0.31
V 20.14265 26.62107 -22.95118 3.18 0.42 5.14
C 22.50275 27.87074 -22.62676 -3.79 5.10 8.62
O 21.53722 28.25283 -23.37720 -1.79 -0.66 -5.27
O 22.08145 26.95552 -21.82087 -0.61 -5.54 -1.54
O 23.03444 28.80324 -21.89047 3.53 -0.02 -3.18
C 19.21476 27.12471 -20.34989 7.49 2.45 -0.08
O 19.76404 27.39236 -19.23029 -3.23 -1.90 1.73
O 19.21682 26.01066 -20.97824 -2.11 -3.67 -0.77
O 19.50589 28.05649 -21.19728 -2.13 2.43 -3.82
C 15.11385 26.30787 -21.53703 -0.41 0.35 -0.15
O 15.99743 26.65704 -22.57280 -0.22 0.04 0.20
C 16.56978 25.55470 -23.21125 1.48 -0.93 -0.23
C 17.38263 26.08657 -24.39174 -0.76 -0.82 -0.98
N 18.33708 27.12811 -24.01860 -1.28 0.38 0.10
C 18.69501 28.02742 -25.12244 0.60 -1.01 -0.10
C 19.56230 27.26547 -26.11476 0.62 0.50 -0.34
O 20.61810 26.62107 -25.42790 -0.73 0.73 -1.19
C 21.44660 25.94180 -26.32973 0.25 -0.89 0.88
H 14.68938 27.22632 -21.13073 0.11 0.10 -0.10
H 15.55944 25.77626 -20.69374 0.34 -0.20 -0.25
H 14.29049 25.73711 -21.98116 -0.10 -0.28 0.25
H 15.86284 24.78642 -23.55292 -0.58 0.45 -0.34
H 17.21319 24.94891 -22.56305 0.30 0.58 0.45
H 16.64476 26.41232 -25.14106 -0.12 0.92 0.16
H 17.83270 25.29356 -24.99344 0.57 -0.31 0.75
H 17.79100 27.69541 -23.36977 0.53 0.10 0.58
H 19.30321 28.81171 -24.66917 -0.14 0.23 -0.18
H 17.79828 28.38450 -25.63763 0.03 0.30 0.02
H 19.97375 27.98058 -26.83933 0.15 0.27 0.08
H 19.02628 26.56719 -26.77050 -0.36 -0.37 0.38
H 21.85899 26.58052 -27.11484 -0.19 0.11 -0.10
H 20.90698 25.07107 -26.72009 -0.07 0.11 -0.50
H 22.26915 25.50910 -25.75932 0.05 0.26 0.12
C 19.68456 21.88723 -22.42674 -0.06 1.48 0.24
C 18.65968 21.16562 -21.53288 1.50 -0.45 -0.67
C 19.30084 20.81693 -20.18462 -0.75 -0.50 -0.76
O 17.48065 21.90962 -21.35034 -0.43 0.14 0.07
H 20.18481 22.65755 -21.83119 -0.09 0.15 0.05
H 19.20017 22.47875 -23.20571 -0.20 -0.16 -0.03
H 20.51746 21.37692 -22.91393 -0.32 -0.82 0.26
H 18.35727 20.25680 -22.06030 -0.22 -0.12 0.20
H 19.53255 21.75688 -19.68465 0.14 -0.19 0.29
H 20.18256 20.19277 -20.33422 0.22 0.27 0.03
H 18.57635 20.19841 -19.65077 0.05 0.27 0.46
H 17.65538 22.64984 -20.75558 0.20 0.14 -0.17
C 23.39237 23.18004 -22.66410 -0.26 0.09 -0.17
C 24.42382 22.05635 -22.82464 -1.35 -0.27 0.54
C 23.74483 20.70363 -23.06070 0.18 -0.52 -0.50
O 25.28507 22.31643 -23.91893 0.32 0.39 -0.23
H 23.80832 24.18461 -22.59039 0.25 -0.10 -0.06
H 22.76002 23.07556 -21.78051 0.29 -0.29 0.21
H 22.65155 23.20191 -23.46667 0.24 -0.06 -0.30
H 24.97895 21.95899 -21.88631 0.30 0.22 -0.04
H 23.16548 20.68736 -23.98684 -0.28 0.44 0.12
H 23.11927 20.35109 -22.23994 -0.04 0.24 0.07
H 24.48707 19.92411 -23.26500 0.26 0.02 0.34
H 26.12136 21.87265 -23.76083 -0.01 -0.03 0.00



104
Properties=species:S:1:pos:R:3:forces:R:3 method="wB97M-V/def2-TZVPD" spin_multiplicity=5 total_charge=+1 e_above_lowest_kj_mol=111.31 gap_ev="7.542 / 6.007"
Os -0.43161 0.38866 1.05813 0.03 0.70 0.04
C 2.44287 2.68795 -3.75092 -0.35 -0.18 0.04
C 1.47892 1.62711 -4.26805 0.38 0.41 -0.62
C 2.17392 0.63164 -5.18222 -0.35 0.08 0.15
O 0.79004 0.99020 -3.18459 0.12 -0.61 0.79
P 1.23146 -0.15404 -2.18737 0.18 0.33 -1.31
O 0.20551 -0.25925 -1.13464 -0.34 -0.08 0.94
C 2.91733 0.13611 -1.57134 -0.86 -0.63 0.42
P 3.05146 -0.94685 -0.09645 1.29 0.17 -0.23
O 1.89614 -0.83963 0.80558 -0.16 0.08 0.32
O 3.22935 -2.41882 -0.63461 -0.36 0.37 0.33
C 4.41760 -2.78528 -1.36938 0.67 -0.44 -0.45
C 5.25178 -3.73659 -0.52611 -0.22 0.35 -0.02
C 3.99950 -3.41271 -2.69091 -0.01 0.26 0.27
O 4.47653 -0.51850 0.47768 -0.73 -0.33 -0.79
C 4.74885 -0.15502 1.84213 0.26 0.32 0.87
C 4.41360 -1.29863 2.78845 0.17 0.07 -0.30
C 4.03184 1.14202 2.18880 0.15 -0.14 -0.28
O 1.38265 -1.50875 -3.00374 0.38 0.84 0.35
C 0.22616 -2.36678 -3.14940 -0.67 -0.56 -0.24
C 0.32037 -3.50398 -2.14387 0.06 0.38 -0.10
C 0.18125 -2.83825 -4.59521 0.06 0.29 0.33
H 2.69164 3.37303 -4.55702 0.08 0.03 -0.06
H 3.36145 2.23604 -3.38286 0.12 0.01 0.02
H 1.97341 3.25575 -2.95119 -0.01 0.10 0.06
H 0.66506 2.12281 -4.81183 0.17 -0.10 0.08
H 2.95907 0.10590 -4.64298 0.16 -0.06 -0.05
H 2.60939 1.15932 -6.02723 0.08 0.02 -0.02
H 1.46686 -0.10230 -5.55798 -0.02 -0.09 -0.07
H 3.03297 1.17405 -1.26370 -0.06 0.03 0.08
H 3.67002 -0.11047 -2.31552 0.03 -0.06 -0.08
H 5.00234 -1.87694 -1.55530 -0.04 -0.08 -0.03
H 4.67880 -4.62667 -0.28250 -0.09 -0.11 0.00
H 5.55506 -3.25388 0.39901 0.09 0.01 0.09
H 6.13846 -4.03018 -1.08144 0.10 -0.03 -0.03
H 3.55113 -4.38625 -2.51438 -0.07 -0.14 0.01
H 4.87003 -3.54198 -3.32829 0.10 -0.04 -0.05
H 3.27304 -2.78140 -3.19416 0.04 0.00 -0.11
H 5.83287 0.02087 1.83969 -0.26 -0.08 0.04
H 3.39264 -1.63397 2.62459 -0.05 -0.05 0.09
H 4.51488 -0.96904 3.81781 0.02 0.03 0.12
H 5.09497 -2.12950 2.62588 0.00 -0.15 0.00
H 2.97717 1.05643 1.94512 -0.14 0.05 0.13
H 4.45576 1.96837 1.62371 0.03 0.12 -0.04
H 4.13170 1.35302 3.24901 0.02 0.07 0.10
H -0.66207 -1.76326 -2.93274 0.09 -0.12 -0.05
H 1.13239 -4.17772 -2.40167 0.08 -0.09 -0.03
H -0.61149 -4.06370 -2.12395 -0.08 -0.05 -0.02
H 0.51358 -3.09289 -1.15569 -0.05 -0.05 0.14
H 1.07444 -3.40645 -4.84375 0.08 -0.09 0.01
H 0.11832 -1.98373 -5.26510 -0.06 0.02 -0.09
H -0.69267 -3.46512 -4.74676 -0.07 -0.09 -0.03
Br 0.85996 -0.37345 3.47074 -0.29 0.37 0.28
C -0.20786 0.81498 4.54141 0.39 -0.20 0.09
C 0.02200 0.81993 5.89431 0.08 -0.19 -0.56
C -0.72347 1.66843 6.71774 -0.26 0.16 -0.09
C -1.66657 2.48118 6.15377 0.20 -0.08 0.11
C -1.83929 2.54417 4.75359 0.14 -0.19 -0.14
C -2.70216 3.51684 4.20764 -0.07 -0.03 -0.32
C -2.79970 3.64833 2.85281 -0.11 0.11 0.36
C -2.07299 2.80452 2.00484 0.36 -0.45 -0.16
C -1.25019 1.76854 2.44325 0.09 0.02 -0.41
C -1.10652 1.67882 3.87875 0.08 -0.06 0.13
H 0.77741 0.17591 6.31555 0.06 -0.10 0.03
H -0.53261 1.68384 7.77863 -0.08 -0.05 0.13
H -2.27958 3.11631 6.77672 0.00 0.13 0.02
H -3.23867 4.17551 4.87563 -0.09 0.00 0.04
H -3.44560 4.40030 2.42395 0.00 0.10 -0.05
H -2.16596 2.99926 0.94905 -0.03 -0.01 -0.13
Cl -4.25495 -0.21299 6.58329 -0.01 -0.03 -0.07
C -3.59110 -0.74211 5.08547 -0.05 0.17 -0.14
C -4.08691 -0.23235 3.88362 -0.07 0.05 0.04
C -3.53442 -0.62093 2.69018 -0.12 0.10 0.07
C -2.42205 -1.50627 2.65164 0.25 0.01 -0.47
C -1.77582 -1.81728 1.44058 -0.51 -0.80 0.43
C -1.97253 -2.03385 3.89264 0.05 -0.03 0.24
C -2.54916 -1.66590 5.08119 0.18 -0.17 -0.03
H -4.89381 0.48169 3.90939 -0.14 0.06 -0.01
H -3.91234 -0.23176 1.75765 -0.01 0.10 -0.06
H -2.31743 -1.71022 0.51081 0.03 0.35 -0.14
H -0.98949 -2.55959 1.45648 0.16 -0.02 0.01
H -1.16342 -2.74745 3.89673 0.10 -0.07 -0.03
H -2.20161 -2.07892 6.01547 0.05 -0.03 0.07
C -4.96474 0.30390 -1.68857 0.32 0.20 0.12
C -3.93246 1.34006 -1.25768 -0.28 0.26 -0.15
C -4.64483 2.59871 -0.75569 0.30 -0.36 -0.01
O -3.19097 0.77378 -0.15562 -0.63 -0.30 0.24
B -1.87371 1.09735 -0.28042 0.20 -0.17 0.14
O -1.63011 1.75875 -1.44603 0.22 0.55 -0.36
C -2.79884 1.66530 -2.29030 -0.21 -0.21 -0.23
C -2.55828 0.51964 -3.27902 0.08 0.25 0.35
C -2.97215 2.96621 -3.06513 0.05 -0.23 0.38
H -5.70306 0.20176 -0.89522 -0.09 -0.01 -0.01
H -4.50014 -0.66679 -1.84207 0.00 -0.05 -0.08
H -5.46768 0.61589 -2.59996 -0.10 0.00 -0.10
H -5.16695 2.35569 0.16398 -0.16 -0.03 0.11
H -5.35936 2.95780 -1.49009 -0.09 0.08 -0.08
H -3.93300 3.38923 -0.54348 0.07 0.16 0.08
H -2.43330 -0.41902 -2.74132 -0.04 -0.11 -0.01
H -1.63590 0.72941 -3.81505 0.04 -0.02 -0.10
H -3.37844 0.43143 -3.98767 -0.05 -0.05 -0.04
H -2.96913 3.82810 -2.40228 -0.03 0.03 -0.02
H -3.90868 2.94121 -3.61787 -0.06 0.07 -0.11
H -2.14812 3.07532 -3.76477 0.06 0.01 -0.12



21
Properties=species:S:1:pos:R:3:forces:R:3 method="wB97M-V/def2-TZVPD" spin_multiplicity=1 total_charge=+1 e_above_lowest_kj_mol=248.11 gap_ev="7.642 / 6.285"
C -2.33059 -0.62282 -0.99270 3.22 0.03 -0.31
Pb 1.60601 -1.48170 -1.18975 -0.27 -1.51 -2.28
N 1.01922 0.53637 -2.52760 -0.06 0.17 -0.45
H -4.31678 -0.52605 -0.56173 -1.88 0.20 0.58
H -3.41475 -0.70986 -0.95877 -0.74 -0.03 -0.17
H -1.96893 0.18062 -0.32775 -0.42 -0.24 -0.32
H -1.92693 -1.58094 -0.65421 -0.07 0.06 -0.08
H -2.03224 -0.43944 -2.03520 -0.13 -0.02 0.30
H 1.78005 1.20211 -2.34163 -0.47 -0.30 -0.19
H 0.14784 0.93280 -2.15620 0.47 -0.16 -0.23
H 0.91340 0.42680 -3.54473 0.07 0.17 0.55
C 1.25614 1.52449 2.08687 -0.01 0.04 0.86
S 2.05967 0.03326 1.48540 -1.33 0.51 -2.31
C 0.66113 -1.13509 1.70715 0.08 -0.03 0.88
O 2.01975 0.30357 -0.10346 0.59 0.85 3.20
H 1.66032 1.67590 3.09100 -0.15 0.13 -0.01
H 0.16933 1.41948 2.14667 0.23 -0.12 -0.17
H 1.51694 2.38911 1.47437 0.22 -0.36 -0.14
H -0.30383 -0.70791 1.37412 0.70 -0.11 0.03
H 0.83419 -2.12464 1.23528 0.11 0.72 0.36
H 0.65005 -1.29608 2.79288 -0.17 -0.01 -0.10



58
Properties=species:S:1:pos:R:3:forces:R:3 method="wB97M-V/def2-TZVPD" spin_multiplicity=2 total_charge=+1 gap_ev="5.284 / 7.488"
Ag 1.82471 -2.94632 1.67058 -0.18 0.91 0.16
Ag 0.23327 -1.49865 4.52852 0.00 -0.28 -0.53
Ag -1.97783 -1.83034 0.95989 0.17 0.95 -0.54
N 0.78135 0.10917 1.46996 -1.51 2.58 0.49
O 1.10001 -0.42396 2.53916 1.65 -1.09 1.75
O 0.85587 1.32420 1.32889 0.69 -0.23 -0.14
O 0.21166 -0.57706 0.63138 -0.81 -1.86 -2.04
C -2.16733 2.87874 -0.56402 2.00 -1.28 -0.50
O -3.39162 3.07166 0.02834 -3.17 -0.76 1.26
P -3.91463 2.00616 1.15375 0.19 -0.21 0.42
O -3.66301 0.51232 0.88490 -0.71 3.23 0.28
O -3.14728 2.53992 2.49559 -3.48 -0.26 -1.41
C -1.96030 1.92245 2.79218 2.84 0.08 -0.65
O -5.42175 2.53101 1.41906 3.42 0.03 0.84
C -6.51745 2.19094 0.62500 -0.16 -0.92 -0.79
H -1.45436 3.61140 -0.18592 0.13 -0.20 0.01
H -2.15697 2.89259 -1.65388 -0.58 0.48 -0.07
H -1.89686 1.84714 -0.33873 0.95 0.02 0.03
H -1.67424 1.24704 1.98591 -0.01 -0.62 0.37
H -1.87831 1.46756 3.77933 -0.46 0.01 -0.04
H -1.20659 2.70090 2.67379 0.34 -0.01 0.59
H -7.36994 2.19930 1.30418 -0.12 -0.06 -0.48
H -6.29515 1.20203 0.22408 -0.71 -0.29 -0.03
H -6.61485 2.85632 -0.23284 -0.19 0.29 0.25
C -4.21791 0.63364 -2.80481 -2.17 1.69 1.00
O -2.96210 0.43561 -3.38991 1.62 -2.28 0.84
P -1.99696 -0.72075 -2.75191 1.56 0.57 -0.48
O -2.21678 -1.17751 -1.34807 -0.47 -0.04 -1.26
O -1.92785 -1.93871 -3.81119 0.05 1.21 0.17
C -2.01471 -1.66898 -5.26052 -0.95 -0.08 0.21
O -0.56854 0.01661 -2.89811 -0.78 -0.11 0.47
C 0.62615 -0.74344 -2.56666 -0.03 -0.37 -0.82
H -4.51202 0.07430 -1.91670 0.75 -0.66 -0.11
H -5.06606 0.58872 -3.48799 0.45 -0.51 -0.59
H -4.27272 1.66345 -2.45183 0.31 0.23 0.01
H -1.49538 -2.43610 -5.83490 -0.02 -0.17 0.56
H -1.65885 -0.70362 -5.62047 0.27 0.14 0.71
H -3.08577 -1.70431 -5.45971 0.13 -0.11 -0.35
H 1.42968 -0.16383 -2.11223 -0.65 0.55 0.14
H 1.00947 -1.07862 -3.53042 0.07 -0.37 0.13
H 0.40238 -1.58351 -1.90916 -0.06 0.06 -0.09
C 7.04991 -2.79197 0.74613 1.85 -1.69 -0.08
O 6.16185 -1.82342 0.35390 -3.51 2.08 0.80
P 4.85594 -1.42950 1.26350 2.73 0.53 0.10
O 3.61731 -1.83402 0.56727 -0.59 0.16 0.40
O 5.05485 0.16180 1.60402 -0.80 -6.20 2.59
C 5.04536 1.11445 0.67364 -0.42 3.45 -2.18
O 5.09673 -2.18967 2.67799 0.46 1.47 -3.11
C 4.23356 -1.92578 3.73547 -0.21 -0.40 2.48
H 7.44636 -3.30061 -0.13263 -0.18 0.15 -0.28
H 6.57315 -3.58267 1.32544 0.32 0.23 0.44
H 7.91856 -2.30566 1.19002 -0.11 -0.34 0.62
H 6.05529 1.52445 0.66755 -0.13 0.26 -0.74
H 4.33875 1.88272 0.98758 0.18 0.32 0.19
H 4.63858 0.84178 -0.30016 0.54 -0.42 -0.22
H 3.80758 -2.88655 4.02453 -0.50 0.08 -0.03
H 3.48446 -1.13734 3.66263 -0.04 -0.05 -0.79
H 4.85134 -1.64549 4.58863 0.07 0.12 0.04



6
Properties=species:S:1:pos:R:3:forces:R:3 method="wB97M-V/def2-TZVPD" spin_multiplicity=1 total_charge=0 e_above_lowest_kj_mol=172.31 gap_ev=9.577
C -0.04483 0.56933 -1.23596 6.08 -2.96 -2.35
C -0.23109 -0.65947 2.01016 -0.38 -0.48 0.97
O 0.28449 1.11390 -2.29151 -2.29 -0.64 3.04
O -0.61252 -1.14688 2.95865 0.39 0.47 -0.96
H 0.21486 0.93863 -0.19402 -1.55 0.44 -0.88
H 0.38909 -0.81551 -1.24733 -2.25 3.17 0.18



9
Properties=species:S:1:pos:R:3:forces:R:3 method="wB97M-V/def2-TZVPD" spin_multiplicity=1 total_charge=0 e_above_lowest_kj_mol=17.92 gap_ev=9.688
C 1.42387 -0.15080 0.33327 2.01 -0.19 0.36
O 0.13975 -0.62959 0.06402 0.64 -0.34 -0.53
Si -1.20385 -0.06483 -0.57623 -1.04 1.35 2.66
I -1.63159 2.28598 0.50458 0.22 -1.17 -0.39
I -2.78108 -1.70602 0.21175 -0.17 0.07 -0.21
H 1.79894 0.67556 -0.28024 -0.60 -0.05 -0.17
H 2.19191 -0.95212 0.24493 -0.82 0.15 -0.30
H 1.52953 0.14951 1.36940 -0.46 0.26 0.25
H -1.46747 0.39232 -1.87148 0.22 -0.09 -1.66